Here is one molecule with the formula C3H4N2O3 at a distorted geometry from OMol25. Energies are from ωB97M-V with the def2-TZVPD basis set.

Values from the calculation:
**Molecular weight**: 116.08 g mol⁻¹
**Charge**: 0
**LUMO level**: 0.59 eV
**Energy**: -12296.082 eV
**HOMO energy**: -9.82 eV

Last column: Mulliken charge in e.
CARTESIAN COORDINATES (ANGSTROEM)
H 3.400 -0.520 -0.128  0.292
N 2.344 -0.521 0.439  -0.694
C 1.130 -0.499 0.072  0.537
N 0.149 -0.401 0.916  -0.216
C -0.913 0.567 0.572  0.542
O -1.145 1.537 1.419  -0.615
O -1.412 0.601 -0.609  -0.255
C -0.765 -0.487 -1.401  -0.071
O 0.607 -0.712 -1.193  -0.332
H 0.318 -0.420 1.990  0.337
H -0.796 -0.073 -2.403  0.214
H -1.483 -1.433 -1.343  0.259